Computed, not measured: the molecule C18H27BrN2O3S, with ωB97M-V/def2-TZVPD.

Structure (XYZ):
```
52
C18H27BrN2O3S ωB97M-V/def2-TZVPD
C 0.42591 -0.79484 2.01068
H 1.12347 -1.02624 2.81270
C -0.78757 -1.71264 2.07974
H -0.45988 -2.74935 2.00469
H -1.28378 -1.59301 3.04469
C -1.80775 -1.38600 0.97951
N -1.16687 -1.34988 -0.32704
C -1.81989 -0.53245 -1.33258
C -0.80278 0.41870 -1.97814
N -0.73668 1.67542 -1.26384
C -0.41322 2.81896 -1.88742
O -0.13065 2.88391 -3.06999
C -0.42464 4.05984 -0.99405
C 0.92456 4.29399 -0.33904
H 0.97454 5.26903 0.14104
H 1.75280 4.19384 -1.03567
S 1.21354 3.11517 1.03364
O -0.03802 2.46773 1.36180
O 1.86508 3.82505 2.09926
C 2.34870 1.82210 0.48752
C 2.44694 1.40075 -0.82486
C 3.28059 0.33843 -1.13642
C 3.99960 -0.27912 -0.12541
C 3.91765 0.15319 1.18935
C 3.08177 1.21290 1.49044
H 2.98750 1.58381 2.49824
H 4.49216 -0.33443 1.96133
Br 5.12143 -1.74835 -0.55145
H 3.36717 -0.00651 -2.15525
H 1.88969 1.88024 -1.61281
H -1.18327 3.95749 -0.21793
H -0.66779 4.91432 -1.62906
H -0.79545 1.65524 -0.25206
H -1.07502 0.65739 -3.00973
H 0.17854 -0.07071 -1.98277
H -2.61702 0.06488 -0.88413
H -2.27330 -1.14570 -2.12084
C -0.79864 -2.66807 -0.80914
H -0.35420 -2.55628 -1.80140
C -1.97836 -3.64653 -0.86187
C -2.62811 -3.74272 0.51556
C -3.01012 -2.34842 1.00871
H -3.41014 -2.40312 2.02242
H -3.79411 -1.94814 0.35998
H -1.93188 -4.20808 1.21544
H -3.51865 -4.37398 0.46835
H -1.62787 -4.62652 -1.18953
H -2.71701 -3.29537 -1.58664
H -0.02911 -3.07028 -0.14565
H -2.16725 -0.37009 1.18217
H 0.93301 -0.92099 1.05733
H 0.12436 0.24545 2.10014
```

Values from the calculation:
- HOMO: -0.30276 hartree
- LUMO energy: 0.395 eV
- 2S+1: 1
- SMILES: CC[C@@H]1CCCCN1CCNC(=O)CCS(=O)(=O)c1ccc(Br)cc1
- Relative energy (zero: lowest compared OMol25 entry of this formula, charge and spin): 22.8 kJ/mol
- Orbital gap: 8.6 eV

Löwdin population analysis, charges in e, atoms 1 to 6:
1 C -0.094
2 H 0.076
3 C -0.200
4 H 0.098
5 H 0.116
6 C -0.332

***

Computed, not measured: a structure of composition C18H27Cl2CuGeN3O4, with ωB97M-V/def2-TZVPD.

Structure (XYZ):
```
56
C18H27Cl2CuGeN3O4 ωB97M-V/def2-TZVPD
Cu -0.09056 -0.18003 -0.38091
Cl 5.59288 4.02732 0.52939
C 4.45267 2.71760 0.34953
C 4.91392 1.43287 0.12219
C 4.00458 0.40254 -0.02804
Cl 4.59464 -1.21411 -0.29512
C 2.61849 0.60720 0.04143
O 1.78737 -0.39778 -0.09085
C 2.19384 1.92446 0.27929
C 0.73096 2.18830 0.34675
O -0.03495 1.63569 -0.61779
C 3.09557 2.96313 0.43371
H 5.97422 1.23060 0.06366
H 0.51784 3.25804 0.42848
H 2.73846 3.96850 0.62028
C -2.72508 -0.12954 2.46630
Ge -3.01664 0.80079 0.77806
C -2.76549 2.72133 0.94589
C -4.86997 0.49093 0.21112
C -1.98846 -0.04385 -0.65602
H -3.46762 0.19433 3.19706
H -1.73249 0.08180 2.86372
H -2.82668 -1.20731 2.32419
H -3.68556 3.15976 1.33530
H -2.55132 3.15909 -0.02893
H -1.95080 2.96099 1.62515
H -5.56823 0.91550 0.93403
H -5.07720 -0.57647 0.11999
H -5.05258 0.96044 -0.75662
H -2.04754 0.54552 -1.57300
H -2.37380 -1.04881 -0.81943
C 0.25925 -3.69576 3.56956
C 0.84897 -2.32382 3.32606
N 0.38383 -1.83325 2.03881
C 0.04260 -2.60894 0.98700
N -0.28971 -2.01835 -0.13431
C -0.43824 -2.81439 -1.34991
C -1.08515 -4.14698 -1.02242
C -0.24441 -4.84464 0.02761
N 0.01095 -3.95578 1.15476
C 0.55911 -4.56296 2.36158
H -0.82226 -3.62069 3.70320
H 0.68656 -4.13746 4.46891
H 1.94199 -2.37970 3.33515
H 0.54527 -1.60834 4.08904
H 0.60349 -0.86968 1.82137
H 0.54288 -2.96664 -1.81199
H -1.04468 -2.24998 -2.05755
H -1.16079 -4.77239 -1.91187
H -2.09309 -3.97756 -0.63629
H 0.70474 -5.17584 -0.40946
H -0.75280 -5.72883 0.41596
H 1.64079 -4.71084 2.25980
H 0.10121 -5.54750 2.46149
O 0.15529 1.63446 1.67290
O 1.03332 1.20741 2.53148
```

Values from the calculation:
- HOMO (alpha / beta): -0.27699 / -0.27697 hartree
- LUMO energy (alpha / beta): -0.530 / -0.551 eV
- Expectation value of S²: 0.75
- 2S+1: 2
- Relative energy (zero: lowest compared OMol25 entry of this formula, charge and spin): 115.6 kJ/mol
- Orbital gap (alpha / beta): 7.0 / 7.0 eV

Löwdin population analysis, charges in e, atoms 1 to 6:
1 Cu 0.590
2 Cl 0.636
3 C -0.667
4 C -0.132
5 C -0.570
6 Cl 0.673

***

Computed, not measured: a structure of composition C18H27ClOW, with ωB97M-V/def2-TZVPD.

Structure (XYZ):
```
48
C18H27ClOW ωB97M-V/def2-TZVPD
C -0.00584 0.11892 -5.42173
C 1.37281 0.67843 -5.79186
C -0.23019 -1.22420 -6.12599
C -1.09775 1.11273 -5.83537
Cl -0.08031 -0.13737 -3.63717
H -0.18608 -1.08407 -7.20914
H -1.21282 -1.64594 -5.87631
H 0.53947 -1.95516 -5.84485
H 1.42871 0.83263 -6.87272
H 2.17546 -0.01378 -5.50483
H 1.55819 1.64305 -5.30079
H -1.06016 1.27003 -6.91670
H -0.96025 2.08592 -5.34562
H -2.09794 0.73763 -5.58110
C 1.21347 -1.95523 2.42649
C 0.55032 -2.90686 1.58131
C 0.86804 -2.57620 0.20076
H 0.07764 -3.82071 1.94562
C 1.77723 -1.44166 0.23309
C 2.03940 -1.12582 1.59949
H 2.80765 -0.44474 1.92969
H 1.21713 -1.96087 3.51887
H 0.61933 -3.14384 -0.69469
H 2.23151 -0.93375 -0.60565
C -2.35770 0.30186 1.86884
C -2.08731 -0.88218 2.61634
C -2.18469 -2.00768 1.72305
H -1.99539 -0.92490 3.70394
C -2.36957 -1.48911 0.37627
C -2.42913 -0.03978 0.48477
H -2.56908 0.66935 -0.32054
H -2.59753 1.27060 2.27906
H -2.32977 -3.03998 2.04816
H -2.59019 -2.05236 -0.53073
W -0.36016 -0.96210 1.02455
C 0.44105 3.05824 4.43428
C 1.49106 2.05602 4.97348
C 1.74961 1.20378 3.74210
O 0.43935 1.09160 3.10130
C -0.44731 2.15282 3.58664
H -0.12059 3.58747 5.20344
H 0.90761 3.81664 3.79073
H 1.05146 1.41696 5.76349
H 2.40425 2.48151 5.39390
H 2.47432 1.69590 3.05596
H 2.08874 0.16923 3.93602
H -1.25970 1.72005 4.19651
H -0.89437 2.59692 2.67762
```

Values from the calculation:
- HOMO (alpha / beta): -0.55615 / -0.55610 hartree
- LUMO energy (alpha / beta): -9.463 / -9.537 eV
- Expectation value of S²: 2.02
- 2S+1: 3
- Total charge: +2
- Orbital gap (alpha / beta): 5.7 / 5.6 eV

Löwdin population analysis, charges in e, atoms 1 to 6:
1 C -0.956
2 C -0.116
3 C -0.117
4 C -0.116
5 Cl 0.544
6 H 0.095

***

Computed, not measured: a structure of composition C18H27F14Li2N3O6P2, with ωB97M-V/def2-TZVPD.

Structure (XYZ):
```
72
C18H27F14Li2N3O6P2 ωB97M-V/def2-TZVPD
Li -1.30539 -15.58099 19.52963
Li -3.71830 -14.93460 15.24210
P -2.08899 -16.77666 17.26859
F -2.83077 -18.25411 16.96269
F -0.64969 -17.52712 17.22535
F -2.00505 -16.37249 15.64500
F -1.58200 -15.26234 17.71084
F -3.53110 -16.04604 17.24694
F -2.24931 -17.14695 18.79722
P 1.17918 -15.73120 20.89776
F 0.12807 -14.53675 20.92493
F 1.44247 -15.49955 22.47604
F -0.15060 -16.52390 21.27902
F 2.16029 -16.97914 21.02215
F 0.87101 -15.79960 19.30227
F 2.40655 -14.71556 20.67512
C -6.59330 -14.40273 21.26418
C -6.70725 -15.68060 20.45739
C -5.44966 -16.53970 20.57576
C -4.09835 -15.84892 20.60744
N -3.06106 -15.31041 20.62563
H -7.52119 -13.83449 21.32920
H -6.18672 -13.61874 20.62531
H -6.17091 -14.36278 22.26822
H -6.97767 -15.59676 19.40480
H -7.49633 -16.28161 20.90934
H -5.51226 -17.31889 19.81613
H -5.53263 -17.13291 21.48642
C -8.97358 -17.72137 16.05671
C -7.77452 -17.92061 17.02687
C -6.52493 -18.49261 16.27518
C -6.73820 -19.88835 16.03521
N -6.95718 -21.02919 15.93034
H -9.11790 -16.77929 15.52778
H -9.88599 -17.66459 16.65033
H -9.21123 -18.58366 15.43374
H -8.08206 -18.46683 17.91859
H -7.44851 -16.96518 17.43794
H -5.62480 -18.29230 16.85634
H -6.39017 -17.97032 15.32800
C -1.38572 -20.93755 15.36790
C -2.42907 -22.05769 15.52427
C -3.74092 -21.66731 16.25797
C -4.47460 -22.83988 16.76569
N -4.97563 -23.84052 17.15956
H -0.71483 -21.14942 14.53536
H -0.68736 -20.81960 16.19645
H -1.80654 -19.94247 15.22352
H -1.95203 -22.89474 16.03405
H -2.53540 -22.56405 14.56490
H -4.30729 -21.14114 15.48955
H -3.53268 -21.06518 17.14238
C 1.51574 -17.55282 13.49000
C 1.26116 -16.83342 14.75331
O 1.35833 -15.46045 14.35370
C 2.11614 -15.33599 13.31842
O 2.52207 -14.28084 12.88777
O 2.29890 -16.53205 12.79903
F 2.17206 -17.11737 15.68468
H 0.61995 -17.81252 12.92589
H 2.02478 -18.49686 13.68434
H 0.32977 -17.14899 15.22345
C -4.73471 -11.15697 18.66591
C -3.99464 -10.82142 17.41617
O -2.79048 -11.60719 17.46692
C -2.72787 -12.08841 18.66938
O -1.84551 -12.85830 18.94067
O -3.71672 -11.71812 19.37994
F -3.74052 -9.51871 17.42532
H -5.37669 -12.01449 18.46435
H -5.32545 -10.35976 19.11710
H -4.60147 -11.13027 16.56501
```

Values from the calculation:
- HOMO (alpha / beta): -0.08315 / -0.33469 hartree
- LUMO energy (alpha / beta): 1.733 / 1.685 eV
- Expectation value of S²: 0.75
- 2S+1: 2
- Total charge: -1
- Orbital gap (alpha / beta): 4.0 / 10.8 eV

Löwdin population analysis, charges in e, atoms 1 to 6:
1 Li 0.626
2 Li 0.208
3 P 0.247
4 F -0.191
5 F -0.121
6 F -0.247